No. 1
Computed, not measured: an isolated molecule of C2H6N2S2 in a non-equilibrium geometry, with ωB97M-V/def2-TZVPD.

The geometry in XYZ format:
```
12
Properties=species:S:1:pos:R:3:lowdin_charge:R:1
C -0.98 -0.63 0.05 -0.4868
C 0.29 0.25 -0.20 -0.6164
H -3.18 0.23 0.51 -0.1406
H -0.99 -0.61 1.13 0.0848
H -0.87 -1.62 -0.34 0.0512
H -0.58 1.82 0.04 -0.0083
H 1.19 -1.50 -0.22 0.0643
H 2.89 0.80 0.63 -0.1483
N 0.34 1.50 -0.15 0.1095
N 1.41 -0.54 -0.32 -0.4178
S -2.45 0.18 -0.62 0.7377
S 2.94 0.12 -0.50 0.7707
```

The strongest force on any atom is 1.98 eV Å⁻¹. The SMILES is [H]/N=C(\CS)NS. The HOMO energy is -8.890 eV.

No. 2
Computed, not measured: a structure of composition C2H6N2Si in a non-equilibrium geometry, with ωB97M-V/def2-TZVPD.

The geometry in XYZ format:
```
11
Properties=species:S:1:pos:R:3:lowdin_charge:R:1
C 0.77 0.91 -0.12 -0.3258
C 1.52 -0.27 -0.02 -0.2084
N -0.62 1.05 -0.19 -0.2237
N -1.66 0.00 -0.07 -0.1246
Si -0.14 -1.37 -0.09 0.7095
H 1.26 1.94 -0.20 0.1233
H 2.50 -0.39 -0.31 -0.0024
H -1.00 2.09 0.01 0.1776
H -2.00 0.15 0.84 -0.0022
H -0.80 -2.12 -1.20 -0.0752
H 0.17 -1.99 1.37 -0.0480
```

The strongest force on any atom is 6.75 eV Å⁻¹. The HOMO energy is -7.817 eV.